Record 1
Entry from OMol25: a structure of composition C19H14BrN3NaO3SbSe4 (the ωB97M-V functional and the def2-TZVPD basis).

Geometry (Å):
Na1 -1.785610 1.990287 0.897591
O1 -1.083228 3.850307 1.813213
C1 0.061096 4.193214 2.253509
C2 0.375793 5.578880 2.435722
C3 1.587010 6.020561 2.914276
C4 2.594834 5.114852 3.258846
C5 2.329095 3.766493 3.099007
C6 1.115406 3.271355 2.612238
C7 1.014218 1.816808 2.517833
N1 0.014515 1.166946 2.066355
N2 0.143947 -0.216112 2.087451
C8 -0.926741 -0.797100 1.579433
O2 -1.966405 -0.256258 1.088271
C9 -0.859931 -2.307793 1.566081
C10 -1.825853 -3.021132 0.862809
C11 -1.765004 -4.405884 0.781955
C12 -0.739687 -5.096042 1.414351
C13 0.224211 -4.390286 2.126177
C14 0.167398 -3.007167 2.197575
H1 -0.405656 6.281746 2.167699
H2 1.759509 7.087782 3.023743
H3 3.551753 5.453897 3.636145
H4 3.095617 3.041001 3.359816
H5 1.882448 1.249718 2.876265
H6 -2.604430 -2.457929 0.368782
H7 -2.506534 -4.947299 0.208909
H8 -0.683988 -6.176027 1.340961
H9 1.032400 -4.922810 2.615053
H10 0.919486 -2.439783 2.728557
O3 -0.182546 0.018861 -5.176745
C15 -0.414605 0.503928 -3.943340
C16 -0.097193 -0.162716 -2.764146
C17 -0.347361 0.474815 -1.564928
N3 -0.884737 1.699920 -1.468744
C18 -1.177024 2.294104 -2.602501
Br1 -1.956748 4.034186 -2.457864
C19 -0.973127 1.777509 -3.864584
H11 0.034014 -0.932550 -5.194857
H12 0.341352 -1.152888 -2.778273
H13 -0.107825 -0.006229 -0.624353
H14 -1.234041 2.322720 -4.758441
Se1 -0.566291 -7.617809 -5.034832
Sb1 0.704835 -5.645571 -4.630910
Se2 -0.606210 -3.490138 -5.173293
Se3 3.045294 -5.432871 -4.999682
Se4 -0.293447 -4.127485 -2.861136

Force components x, y, z for each atom (eV/Å):
Na 0.12 0.06 -0.01
O 0.02 0.01 -0.02
C -0.02 0.00 0.04
C 0.00 0.01 0.00
C -0.01 0.00 0.00
C 0.00 -0.01 0.00
C 0.01 0.01 0.00
C 0.02 0.00 -0.01
C -0.02 0.01 0.05
N 0.01 0.00 -0.05
N -0.01 0.02 -0.02
C -0.19 0.00 0.06
O 0.08 -0.11 0.04
C 0.08 0.04 -0.08
C 0.09 0.03 0.03
C 0.04 -0.02 0.02
C -0.01 0.00 -0.01
C -0.01 -0.01 -0.01
C 0.00 0.00 0.02
H 0.00 0.00 0.00
H 0.00 0.00 0.00
H 0.00 0.00 0.00
H 0.00 0.00 0.00
H 0.00 0.00 0.00
H -0.06 0.02 -0.02
H -0.03 -0.02 -0.02
H 0.00 0.01 0.00
H -0.01 0.00 0.00
H -0.01 0.00 -0.01
O -0.06 -0.09 -0.30
C 0.10 0.02 -0.05
C 0.03 -0.06 -0.03
C 0.03 -0.02 0.09
N -0.15 -0.07 -0.03
C 0.03 0.03 0.01
Br -0.01 -0.02 0.00
C 0.01 -0.03 -0.03
H -0.02 0.09 0.36
H 0.00 -0.02 0.00
H 0.00 0.01 -0.03
H 0.00 0.00 0.00
Se -0.01 -0.03 -0.01
Sb 0.01 0.07 -0.06
Se -0.06 0.03 0.01
Se 0.03 0.00 0.02
Se 0.00 0.02 0.04

The HOMO-LUMO gap comes out at 5.45 eV. The LUMO energy comes out at 0.1278 Eh. As for the energy relative to the best compared isomer or geometry (same formula, charge and spin): 0.0 kJ/mol. The calculation puts the largest force on an atom at 0.375 eV/Å. Its HOMO energy is -1.97 eV. The net charge is -2.


Record 2
Entry from OMol25: a structure of composition C19H14Cl2N2NbO2PS5Sb (the ωB97M-V functional and the def2-TZVPD basis).

Geometry (Å):
Nb1 10.702759 -6.359419 -7.189393
O1 12.047483 -9.225454 -9.919162
C1 12.180072 -8.517223 -8.946807
O2 11.211916 -7.906902 -8.242862
C2 13.659191 -8.351622 -8.341208
P1 13.627686 -6.733177 -7.467513
C3 14.796210 -7.006821 -6.099918
C4 16.107935 -6.548033 -6.047860
C5 16.865228 -6.718571 -4.891455
C6 16.329854 -7.334810 -3.778794
C7 15.065382 -7.908795 -3.887291
C8 14.350030 -7.830607 -5.066380
C9 14.542397 -5.612018 -8.553821
C10 14.800456 -4.335781 -8.050047
C11 15.347927 -3.351597 -8.849502
C12 15.726871 -3.625240 -10.155804
C13 15.467477 -4.872682 -10.685173
C14 14.852790 -5.870278 -9.907183
H1 14.453149 -8.479734 -9.103288
H2 13.762038 -9.232906 -7.683131
H3 16.518283 -6.020423 -6.903419
H4 17.935390 -6.379417 -4.896310
H5 16.868935 -7.401382 -2.855246
H6 14.635182 -8.389717 -3.011677
H7 13.372262 -8.339767 -5.165239
H8 14.511994 -4.099238 -7.021273
H9 15.479014 -2.308973 -8.507935
H10 16.211976 -2.872678 -10.791804
H11 15.748942 -5.078019 -11.740752
H12 14.682949 -6.866137 -10.330403
Cl1 8.425907 -8.336395 -5.711588
C15 7.733995 -7.026148 -4.719819
Cl2 7.816386 -5.529157 -5.702639
H13 8.357841 -6.858737 -3.836535
H14 6.693765 -7.237231 -4.489942
S1 13.945964 -3.988165 -4.571572
Sb1 11.592795 -4.105489 -4.620767
S2 11.392439 -4.102295 -7.124023
S3 11.206138 -6.763688 -4.914215
S4 11.491274 -5.279970 -9.509150
C16 10.169770 -5.754444 -10.518946
C17 10.410424 -5.370165 -11.873360
N1 10.632543 -5.019666 -12.960948
C18 8.963847 -6.356279 -10.155980
S5 8.485529 -6.719786 -8.540735
C19 8.029181 -6.505903 -11.242844
N2 7.235818 -6.587686 -12.092105

Force components x, y, z for each atom (eV/Å):
Nb 2.79 0.73 0.10
O -0.83 1.06 1.08
C 2.04 -0.95 -0.68
O -0.01 -1.51 -0.32
C -1.78 -0.03 -0.27
P 0.80 -0.45 0.13
C 0.07 -0.71 0.18
C -0.12 0.44 -0.07
C 1.45 0.34 -0.49
C -0.60 -0.12 -0.46
C 0.12 -0.21 0.48
C -0.95 0.14 0.12
C -0.03 0.31 -1.05
C -0.47 0.28 0.45
C 0.41 1.09 -0.15
C 0.02 0.17 -0.32
C -0.04 -1.04 -0.65
C 0.35 0.03 0.30
H -0.75 0.30 0.28
H -0.05 0.65 0.19
H 0.04 0.01 0.20
H -1.24 -0.22 0.10
H 0.25 -0.01 0.26
H 0.05 -0.14 -0.26
H 0.67 0.43 0.26
H 0.15 -0.04 -0.31
H -0.05 -0.83 0.19
H -0.32 -0.25 0.42
H -0.29 0.02 0.92
H -0.06 0.53 0.02
Cl -0.50 -0.26 0.37
C 0.58 0.32 -0.37
Cl -0.19 0.08 0.49
H -0.18 -0.23 -0.29
H 0.15 -0.04 -0.06
S -2.24 -0.04 0.23
Sb 2.37 -0.40 0.00
S -1.08 -0.10 0.62
S -0.55 0.76 -1.35
S -1.42 -1.11 -0.40
C 1.08 0.39 0.44
C 0.02 0.61 -1.98
N -0.27 -0.56 1.60
C 0.37 0.36 0.29
S 0.44 0.45 -0.79
C -1.49 -0.35 -0.74
N 1.31 0.09 1.32

The HOMO-LUMO gap (spin up / spin down) comes out at 6.17 / 4.53 eV. The LUMO energy (spin up / spin down) comes out at -0.0749 / -0.1314 Eh. As for the energy relative to the best compared isomer or geometry (same formula, charge and spin): 43.3 kJ/mol. The calculation puts the largest force on an atom at 2.884 eV/Å. Its HOMO energy (spin up / spin down) is -8.21 / -8.10 eV. As for the expectation value of S²: 0.784. As for the spin multiplicity: 2.


Record 3
Entry from OMol25: a structure of composition C19H14Cl3N3O3SbSe4Tc (the ωB97M-V functional and the def2-TZVPD basis).

Geometry (Å):
Tc1 0.528351 0.109429 -0.533346
C1 3.509805 0.503807 2.527194
C2 2.976309 -0.281886 3.533676
C3 1.892245 -1.104863 3.258237
C4 1.363808 -1.109570 1.989503
N1 1.874700 -0.321428 1.009410
C5 2.932915 0.460878 1.272935
C6 0.208886 -1.917260 1.552462
C7 -0.463978 -2.870540 2.287060
C8 -1.512139 -3.555064 1.685125
C9 -1.856354 -3.282477 0.370539
C10 -1.153253 -2.303077 -0.305977
N2 -0.150501 -1.643004 0.288712
C11 -1.381460 -1.834198 -1.680912
C12 -2.353476 -2.311362 -2.532117
C13 -2.486711 -1.737720 -3.787734
C14 -1.629767 -0.717673 -4.163225
C15 -0.658070 -0.302791 -3.274258
N3 -0.539710 -0.843609 -2.057889
H1 4.360643 1.146779 2.702498
H2 3.399688 -0.258969 4.529343
H3 1.462616 -1.725320 4.031784
H4 3.306006 1.057892 0.451988
H5 -0.181454 -3.083733 3.308049
H6 -2.053528 -4.309500 2.239825
H7 -2.653037 -3.828100 -0.114992
H8 -3.005707 -3.115623 -2.221407
H9 -3.254608 -2.086690 -4.465251
H10 -1.705262 -0.243423 -5.131356
H11 0.048434 0.476669 -3.525983
Se1 2.959672 4.695053 -3.065270
Sb1 1.224036 3.339982 -3.725332
Se2 -0.475181 4.134760 -1.649499
Se3 2.413419 -0.650576 -1.839134
Se4 3.051701 0.693867 -3.400926
C16 1.018098 3.691221 0.794929
C17 0.605375 3.173658 -0.531213
O1 1.150109 2.109591 -0.919756
H12 2.100896 3.835665 0.734193
H13 0.810961 2.953886 1.570981
H14 0.541433 4.636339 1.038512
Cl1 -4.106158 0.297685 0.703705
C18 -2.833559 1.294702 1.412112
Cl2 -3.180675 3.008798 1.198653
Cl3 -2.650380 0.904319 3.114373
C19 -1.517591 1.046205 0.653004
O2 -1.522758 0.899259 -0.591836
O3 -0.414786 0.968011 1.258613

Force components x, y, z for each atom (eV/Å):
Tc -0.52 -0.18 0.42
C 0.06 0.04 -0.04
C 0.00 -0.03 0.08
C 0.11 -0.04 0.16
C -0.18 -0.01 -0.28
N 0.36 0.01 0.04
C -0.05 -0.19 0.04
C 0.28 0.17 -0.09
C -0.04 -0.12 0.08
C 0.01 -0.02 0.01
C -0.03 -0.14 0.01
C 0.05 0.12 -0.16
N -0.25 0.22 0.03
C 0.18 0.01 0.16
C -0.10 -0.05 -0.13
C -0.07 -0.07 -0.01
C 0.05 0.06 -0.04
C -0.07 -0.12 0.04
N 0.10 -0.25 -0.20
H -0.01 -0.01 0.00
H 0.00 -0.01 -0.02
H 0.01 0.00 -0.01
H -0.05 0.07 0.01
H 0.00 -0.02 -0.02
H 0.00 0.01 0.00
H -0.01 0.03 0.03
H 0.00 0.04 0.00
H 0.01 0.00 0.01
H 0.00 -0.02 0.00
H -0.02 0.04 0.03
Se 0.17 -0.05 -0.14
Sb -0.41 0.38 0.36
Se -0.12 0.17 -0.37
Se 0.22 0.04 0.26
Se 0.02 -0.06 -0.13
C -0.28 0.33 0.30
C 0.35 0.32 0.11
O 0.16 -0.89 -0.39
H 0.00 0.08 0.02
H 0.05 -0.01 -0.01
H 0.03 0.00 0.04
Cl 0.03 0.00 -0.04
C 0.14 0.01 -0.08
Cl -0.04 0.12 -0.01
Cl 0.06 -0.01 0.02
C 0.03 0.10 0.14
O -0.12 0.05 -0.23
O -0.13 -0.16 0.00

The HOMO-LUMO gap (spin up / spin down) comes out at 4.78 / 4.78 eV. The LUMO energy (spin up / spin down) comes out at -0.3224 / -0.3224 Eh. The calculation puts the largest force on an atom at 0.984 eV/Å. Its HOMO energy (spin up / spin down) is -13.55 / -13.55 eV. The net charge is +2.


Record 4
Entry from OMol25: a structure of composition C19H14CoIN4O2 (the ωB97M-V functional and the def2-TZVPD basis).

Geometry (Å):
Co1 0.180319 0.013444 0.043248
O1 0.638773 3.497309 -1.786454
C1 0.399552 2.531649 -1.077369
N1 0.596303 1.224918 -1.294523
C2 1.148138 0.652708 -2.453178
C3 1.705464 1.325061 -3.531668
C4 2.196316 0.580242 -4.598147
C5 2.132270 -0.805296 -4.589446
C6 1.580013 -1.487732 -3.510985
C7 1.091431 -0.753225 -2.440286
N2 0.527004 -1.257325 -1.255693
C8 0.294354 -2.551490 -0.986504
O2 0.388147 -3.535041 -1.702144
C9 -0.175938 -2.701488 0.443520
C10 -0.421277 -3.948630 0.986126
C11 -0.745448 -4.035831 2.327896
C12 -0.792340 -2.874498 3.083826
C13 -0.540971 -1.665507 2.463237
N3 -0.264060 -1.570866 1.162007
C14 -0.310620 2.734478 0.248490
C15 -0.684052 3.998381 0.663059
C16 -1.393727 4.128625 1.843559
C17 -1.726768 2.987650 2.556145
C18 -1.312496 1.758393 2.076585
N4 -0.598593 1.628695 0.958020
H1 1.748332 2.402864 -3.530185
H2 2.633137 1.094838 -5.444220
H3 2.517557 -1.368380 -5.429631
H4 1.526463 -2.564860 -3.493759
H5 -0.328880 -4.809283 0.339444
H6 -0.937340 -4.996878 2.786214
H7 -1.009814 -2.896658 4.141993
H8 -0.532894 -0.745619 3.030131
H9 -0.415303 4.836332 0.035929
H10 -1.696369 5.104873 2.198482
H11 -2.299400 3.039072 3.470963
H12 -1.577649 0.848016 2.592849
I1 3.476898 -0.840524 0.390762
C19 1.795386 0.292642 1.019435
H13 2.092769 1.335584 0.948143
H14 1.631515 0.027542 2.062587

Force components x, y, z for each atom (eV/Å):
Co -0.12 0.06 0.07
O 0.09 -0.01 -0.01
C -0.20 0.00 0.03
N -0.01 0.00 0.02
C 0.04 -0.07 -0.01
C -0.01 -0.04 -0.01
C 0.00 -0.01 -0.01
C 0.00 0.01 0.00
C 0.02 0.05 -0.01
C 0.00 0.07 0.01
N 0.14 0.04 -0.02
C -0.28 0.02 -0.02
O 0.11 0.01 -0.02
C 0.09 -0.01 0.06
C 0.01 0.06 -0.01
C -0.01 -0.03 0.01
C 0.00 0.02 0.02
C -0.01 -0.03 -0.04
N 0.00 -0.07 0.04
C 0.05 -0.04 0.05
C 0.00 -0.04 -0.02
C -0.02 0.04 0.02
C 0.00 -0.02 0.01
C 0.00 0.02 -0.04
N 0.10 0.00 -0.10
H -0.01 0.00 0.00
H 0.00 0.00 0.00
H 0.00 0.00 0.00
H 0.00 0.00 0.00
H 0.00 0.00 -0.01
H -0.01 0.00 0.00
H 0.00 -0.01 0.00
H 0.00 -0.01 0.01
H 0.01 0.00 0.00
H -0.01 0.00 0.00
H -0.01 0.00 0.00
H 0.01 0.01 0.02
I 0.00 -0.03 -0.01
C 0.01 0.04 -0.01
H 0.02 -0.02 -0.03
H -0.03 0.01 0.00

The HOMO-LUMO gap comes out at 6.73 eV. The LUMO energy comes out at -0.0273 Eh. As for the energy relative to the best compared isomer or geometry (same formula, charge and spin): 3.0 kJ/mol. The calculation puts the largest force on an atom at 0.277 eV/Å. Its HOMO energy is -7.47 eV.